DFT (ωB97M-V with the def2-TZVPD basis set) results for a molecular structure, C47H36F6INO3Ta.

Structure (ORCA input):
```
! RIJCOSX wB97M-V def2-TZVPD def2/J DEFGRID3
* xyz 1 1
Ta -0.228 0.218 0.594
O 0.880 -1.080 0.035
C 1.147 -2.390 -0.411
C -0.242 -2.995 -0.694
C -1.150 -2.120 -1.521
C -1.752 -2.667 -2.642
C -2.630 -1.908 -3.393
C -2.811 -0.580 -3.063
C -2.138 -0.045 -1.975
C -2.172 1.436 -1.723
C -0.767 2.112 -1.785
O 0.038 1.431 -0.844
C -0.084 2.061 -3.149
C 1.287 2.299 -3.202
C 1.948 2.364 -4.416
C 1.248 2.186 -5.602
C -0.118 1.960 -5.559
C -0.781 1.904 -4.339
C -0.918 3.584 -1.398
C -1.815 4.404 -2.076
C -1.928 5.746 -1.749
C -1.140 6.290 -0.743
C -0.242 5.480 -0.067
C -0.134 4.135 -0.393
N -1.396 -0.837 -1.167
C 2.004 -2.362 -1.673
C 2.575 -3.540 -2.145
C 3.351 -3.531 -3.291
C 3.572 -2.342 -3.974
C 3.000 -1.169 -3.510
C 2.215 -1.176 -2.364
C 1.868 -3.129 0.717
C 1.590 -4.446 1.053
C 2.291 -5.072 2.077
C 3.267 -4.384 2.778
C 3.552 -3.066 2.443
C 2.862 -2.448 1.414
H -0.722 -3.219 0.262
H -0.107 -3.931 -1.232
H -1.532 -3.689 -2.916
H -3.142 -2.337 -4.243
H -3.466 0.054 -3.643
H -2.531 1.645 -0.722
H -2.865 1.912 -2.410
H 1.834 2.454 -2.279
H 3.012 2.565 -4.440
H 1.762 2.236 -6.552
H -0.676 1.835 -6.478
H -1.852 1.755 -4.341
H -2.425 4.007 -2.879
H -2.632 6.370 -2.284
H -1.221 7.340 -0.499
H 0.377 5.894 0.719
H 0.569 3.510 0.140
H 2.429 -4.468 -1.605
H 3.795 -4.452 -3.645
H 4.187 -2.333 -4.864
H 3.159 -0.240 -4.041
H 1.762 -0.259 -2.013
H 0.820 -5.003 0.534
H 2.067 -6.100 2.327
H 3.805 -4.871 3.580
H 4.314 -2.519 2.984
H 3.096 -1.425 1.146
I 1.897 1.625 2.012
C 1.642 0.363 3.721
C 2.427 0.649 4.794
C 2.311 -0.159 5.945
C 1.432 -1.202 5.949
C 0.618 -1.485 4.825
C -0.293 -2.568 4.848
C -1.097 -2.818 3.778
C -1.024 -1.989 2.638
C -0.152 -0.931 2.537
C 0.692 -0.678 3.655
H 3.129 1.471 4.775
H 2.921 0.061 6.810
H 1.336 -1.835 6.823
H -0.344 -3.184 5.737
H -1.798 -3.643 3.798
H -1.724 -2.196 1.827
C -2.965 3.192 1.795
C -2.678 1.726 2.088
O -1.585 1.287 1.355
C -2.348 1.559 3.596
F -3.200 2.241 4.360
F -2.364 0.283 3.984
F -1.117 2.042 3.825
C -3.897 0.832 1.725
F -4.787 0.775 2.711
F -4.525 1.301 0.637
F -3.503 -0.421 1.439
H -2.149 3.797 2.187
H -3.898 3.504 2.260
H -3.023 3.348 0.719
*
```

Properties
- frontier orbital gap (eV) = 7.170
- lowest unoccupied orbital energy (eV) = -3.470
- E_tot (eV) = -82912.6883
- energy relative to the best compared isomer or geometry (same formula, charge and spin) (kcal per mole) = 12.8

Löwdin population analysis, charges in e, atoms 1 to 4:
1. Ta 1.6881
2. O -0.3425
3. C -0.3890
4. C -0.0397